(1)
{"formula": "C43H54N5O11P2SW", "method": "the ωB97M-V functional and the def2-TZVPD basis", "e_homo_ev": [-9.886, -11.001], "e_above_lowest_ev": 0.6115, "e_lumo_ev": [-3.243, -3.559], "homo_lumo_gap_ev": [6.6, 7.4], "multiplicity": 3, "charge": 1, "elements": ["W", "C", "C", "N", "N", "C", "O", "C", "C", "C", "C", "C", "C", "C", "C", "C", "C", "C", "N", "H", "H", "H", "H", "H", "H", "H", "H", "H", "H", "H", "H", "C", "C", "N", "C", "C", "N", "C", "O", "O", "C", "O", "O", "H", "H", "H", "H", "H", "C", "P", "C", "C", "O", "H", "H", "H", "H", "H", "H", "H", "H", "H", "O", "S", "C", "C", "C", "C", "C", "C", "C", "C", "C", "C", "C", "C", "H", "H", "H", "H", "H", "H", "H", "H", "H", "H", "C", "C", "C", "C", "O", "P", "O", "O", "O", "C", "C", "C", "C", "H", "H", "H", "H", "H", "H", "H", "H", "H", "H", "H", "H", "H", "H", "H", "H", "H", "H"], "xyz": [[-0.655, 0.134, 0.511], [-1.712, -3.491, -2.090], [-1.698, -2.297, -1.201], [-0.669, -1.602, -0.867], [0.544, -1.917, -1.438], [1.387, -0.974, -1.152], [1.055, 0.109, -0.501], [2.788, -1.079, -1.615], [3.137, -1.964, -2.631], [4.462, -2.075, -3.018], [5.437, -1.314, -2.384], [5.088, -0.440, -1.363], [3.761, -0.318, -0.981], [-2.948, -1.750, -0.630], [-4.187, -2.297, -0.918], [-5.318, -1.706, -0.372], [-5.162, -0.601, 0.446], [-3.887, -0.112, 0.688], [-2.794, -0.665, 0.152], [-0.699, -3.761, -2.372], [-2.289, -3.288, -2.994], [-2.183, -4.331, -1.578], [2.370, -2.560, -3.107], [4.738, -2.760, -3.809], [6.473, -1.406, -2.685], [5.851, 0.141, -0.860], [3.467, 0.338, -0.175], [-4.259, -3.166, -1.553], [-6.299, -2.112, -0.579], [-6.010, -0.114, 0.905], [-3.724, 0.726, 1.342], [-3.919, 2.041, -1.809], [-3.280, 2.594, -0.586], [-2.224, 2.130, 0.062], [-2.028, 2.958, 1.128], [-2.965, 3.941, 1.152], [-3.758, 3.693, 0.062], [-3.291, 5.083, 2.061], [-2.508, 5.246, 3.109], [-4.244, 5.775, 1.808], [-0.835, 2.704, 1.980], [-0.577, 3.376, 2.972], [-0.097, 1.746, 1.513], [-3.536, 1.042, -1.995], [-3.686, 2.656, -2.681], [-5.002, 2.004, -1.694], [-4.543, 4.275, -0.192], [-1.756, 4.598, 3.118], [-1.849, -1.959, 4.182], [-2.060, -0.227, 3.841], [-3.738, 0.204, 4.289], [-0.995, 0.678, 4.935], [-1.890, 0.079, 2.360], [-2.055, -2.183, 5.229], [-0.811, -2.206, 3.964], [-2.521, -2.532, 3.542], [-3.919, 0.010, 5.346], [-4.439, -0.384, 3.695], [-3.898, 1.266, 4.095], [-1.351, 0.580, 5.961], [-0.984, 1.731, 4.651], [0.008, 0.260, 4.849], [-1.097, 0.951, -2.039], [-0.808, 0.352, -3.393], [-1.747, 1.313, -4.554], [-2.740, 0.657, -5.261], [-3.548, 1.383, -6.130], [-3.354, 2.747, -6.270], [-2.353, 3.397, -5.551], [-1.541, 2.682, -4.689], [0.844, 0.840, -3.817], [1.458, 0.223, -4.898], [2.769, 0.554, -5.198], [3.446, 1.484, -4.417], [2.816, 2.091, -3.341], [1.502, 1.768, -3.028], [-2.882, -0.410, -5.136], [-4.321, 0.881, -6.696], [-3.979, 3.311, -6.949], [-2.204, 4.462, -5.673], [-0.756, 3.175, -4.130], [0.924, -0.508, -5.493], [3.267, 0.078, -6.031], [4.476, 1.726, -4.644], [3.349, 2.812, -2.736], [1.003, 2.198, -2.170], [3.985, -4.053, 2.393], [2.588, -3.646, 1.962], [2.292, -4.093, 0.542], [1.541, -4.180, 2.928], [2.627, -2.182, 1.938], [1.574, -1.160, 2.529], [1.301, -1.337, 3.970], [0.292, -1.258, 1.640], [2.228, 0.215, 2.141], [3.214, 1.003, 2.886], [3.415, 2.243, 2.031], [2.659, 1.401, 4.245], [4.496, 0.200, 3.017], [4.093, -5.137, 2.337], [4.177, -3.736, 3.418], [4.727, -3.595, 1.740], [2.272, -5.183, 0.494], [3.059, -3.729, -0.143], [1.327, -3.711, 0.211], [1.579, -5.270, 2.913], [0.536, -3.874, 2.629], [1.720, -3.832, 3.943], [2.504, 2.841, 2.006], [3.682, 1.976, 1.009], [4.220, 2.849, 2.449], [1.708, 1.922, 4.124], [3.365, 2.082, 4.724], [2.516, 0.535, 4.888], [4.974, 0.060, 2.045], [4.306, -0.783, 3.448], [5.187, 0.730, 3.673]]}

***

(2)
{"formula": "C5H10N2", "method": "the ωB97M-V functional and the def2-TZVPD basis", "e_homo_ev": -8.085, "e_above_lowest_ev": 2.7777, "e_lumo_ev": 1.050, "homo_lumo_gap_ev": 9.1, "multiplicity": 1, "smiles": "C=C1N[C@]1(C)NC", "elements": ["C", "C", "N", "C", "C", "N", "C", "H", "H", "H", "H", "H", "H", "H", "H", "H", "H"], "xyz": [[1.911, -0.732, 1.029], [1.062, 0.123, 0.525], [0.781, 1.648, 0.376], [0.011, 0.604, -0.312], [0.050, 0.506, -1.809], [-1.238, 0.354, 0.415], [-1.742, -0.979, 0.674], [2.811, -0.389, 1.527], [1.739, -1.801, 0.984], [1.461, 2.105, -0.228], [1.074, 0.421, -2.184], [-0.374, 1.421, -2.235], [-0.517, -0.353, -2.180], [-1.366, 1.045, 1.149], [-1.540, -1.247, 1.716], [-1.296, -1.743, 0.032], [-2.826, -0.985, 0.522]]}

***

(3)
{"formula": "C4H7NO", "method": "the ωB97M-V functional and the def2-TZVPD basis", "e_homo_ev": -9.086, "e_above_lowest_ev": 3.4610, "e_lumo_ev": 1.026, "homo_lumo_gap_ev": 10.1, "multiplicity": 1, "smiles": "O[C@H]1C[C@H]2N[C@@H]12", "elements": ["O", "C", "C", "C", "N", "C", "H", "H", "H", "H", "H", "H", "H"], "xyz": [[1.974, 0.661, 0.196], [0.876, 0.179, -0.510], [0.264, -1.215, -0.146], [-1.073, -0.507, 0.048], [-0.864, 0.413, 1.149], [-0.422, 0.854, -0.156], [1.611, 0.782, 1.088], [1.080, 0.220, -1.585], [0.700, -1.643, 0.765], [0.272, -1.966, -0.938], [-1.810, -0.387, -0.721], [-1.710, 0.892, 1.430], [-0.898, 1.717, -0.620]]}

***

(4)
{"formula": "C2H11GaN3", "method": "the ωB97M-V functional and the def2-TZVPD basis", "e_homo_ev": -4.167, "e_lumo_ev": 3.804, "homo_lumo_gap_ev": 8.0, "multiplicity": 1, "charge": -1, "elements": ["N", "C", "N", "N", "C", "Ga", "H", "H", "H", "H", "H", "H", "H", "H", "H", "H", "H"], "xyz": [[-1.352, -0.794, 1.445], [-0.657, -0.031, 0.339], [-0.338, 1.424, 0.735], [-1.431, 0.056, -0.962], [0.823, -0.761, 0.136], [1.997, 0.187, -1.292], [-2.231, -1.240, 1.099], [-1.539, -0.138, 2.252], [0.504, 1.424, 1.353], [-1.198, 1.761, 1.235], [-2.465, 0.058, -0.821], [-1.117, -0.645, -1.668], [0.705, -1.924, -0.092], [1.385, -0.626, 1.169], [2.477, -0.918, -2.343], [1.112, 1.335, -1.979], [3.325, 0.830, -0.605]]}

***

| no. | electronic energy (eV) |
| --- | --- |
| 1 | -106683.7545 |
| 2 | -8324.5555 |
| 3 | -7796.1834 |
| 4 | -59097.2184 |